#one
A structure of composition C13H20BBaCl3GeN2O3, computed with ωB97M-V with the def2-TZVPD basis set.

```
! wB97M-V def2-TZVPD RIJCOSX def2/J DEFGRID3
* xyz 1 2
Ba -1.86 0.43 3.05
Ge -3.95 -1.27 4.72
Cl -5.90 -2.17 4.64
Cl -3.05 -2.20 2.64
Cl -2.86 -2.65 6.08
O -0.17 0.28 -0.30
O -5.01 3.41 2.81
O 0.79 2.37 -0.35
N -1.13 1.88 5.42
N -0.13 -0.88 4.84
C 1.05 1.71 -1.56
C 1.75 2.16 -2.66
C 0.47 0.46 -1.54
C 2.14 -0.34 -6.08
C 0.50 0.06 5.80
C -0.53 0.97 6.43
C 1.24 0.01 -3.74
C 1.83 1.28 -3.74
C 0.54 -0.41 -2.60
C -4.21 2.63 2.84
C 1.33 -0.93 -4.94
C 2.00 -2.24 -4.50
C -0.09 -1.22 -5.45
B 0.07 1.45 0.34
H 2.37 1.61 -4.61
H -0.71 -1.70 -4.68
H 1.05 -0.46 6.59
H 1.43 -2.75 -3.72
H -0.08 1.52 7.25
H 3.17 -0.13 -5.79
H 1.70 0.58 -6.46
H -0.74 -1.52 5.34
H -1.93 2.34 5.84
H -0.47 2.64 5.24
H 0.07 -1.38 -2.54
H 1.23 0.66 5.25
H -0.58 -0.30 -5.76
H 3.01 -2.06 -4.13
H 0.58 -1.47 4.42
H 2.20 3.14 -2.68
H 2.06 -2.93 -5.35
H -1.34 0.36 6.85
H 2.18 -1.05 -6.91
H -0.04 -1.89 -6.31
*
```

Results
- Gap between HOMO and LUMO (spin up / spin down): 0.30654 / 0.22930 Ha
- Expectation value of S²: 0.753


#two
A structure of composition C13H20BBaCl3GeN2O3, computed with ωB97M-V with the def2-TZVPD basis set.

```
! wB97M-V def2-TZVPD RIJCOSX def2/J DEFGRID3
* xyz 1 2
Ba 2.10 -2.09 -1.06
Ge 0.52 -3.43 2.41
Cl 0.12 -3.98 0.10
Cl 1.99 -5.03 2.74
Cl 2.24 -1.73 1.86
O -1.22 0.86 -2.65
O 0.20 -0.29 -1.28
O 2.92 -3.52 -5.15
N 4.50 -3.55 -0.57
N 4.61 -0.67 -1.40
C 2.57 -3.21 -4.14
C 5.74 -2.83 -0.94
C -1.60 1.06 -1.31
C -4.10 2.52 2.64
C -5.33 2.01 0.55
C -0.87 0.39 0.88
C -2.85 1.82 0.55
C -4.03 2.60 1.12
C -0.74 0.38 -0.48
C -3.91 4.07 0.71
C 5.63 -1.35 -0.58
C -1.95 1.13 1.38
C -2.66 1.79 -0.84
B -0.15 0.03 -2.58
H -4.22 1.49 2.99
H 4.53 0.30 -1.09
H -4.75 4.64 1.11
H -5.37 2.09 -0.54
H -4.97 3.08 2.99
H 5.89 -2.93 -2.01
H 4.45 -3.63 0.44
H -3.91 4.19 -0.37
H 6.62 -3.24 -0.45
H -0.19 -0.13 1.53
H 4.56 -4.51 -0.91
H -2.08 1.16 2.45
H -5.44 0.96 0.82
H -2.99 4.51 1.10
H 4.95 -0.60 -2.36
H -3.22 2.95 3.11
H 5.34 -1.25 0.47
H -3.33 2.30 -1.52
H -6.19 2.56 0.95
H 6.62 -0.89 -0.69
*
```

Results
- Gap between HOMO and LUMO (spin up / spin down): 0.32611 / 0.26319 Ha
- Expectation value of S²: 0.753


Energies in kcal/mol, measured from the most stable structure: #one 23.8; #two 0.0.


#one
A cluster of 2 separate species, C5H11NS in total, computed with ωB97M-V with the def2-TZVPD basis set.

```
! wB97M-V def2-TZVPD RIJCOSX def2/J DEFGRID3
* xyz 0 1
S 2.57 -0.83 0.77
N 1.87 0.22 -0.34
C 1.52 1.62 -0.02
C -0.46 -1.83 -0.42
C -2.20 0.22 0.08
C -0.85 -0.43 0.22
C 0.03 -0.56 -0.93
H -1.98 1.27 -0.14
H -0.37 -0.30 1.08
H 0.64 1.99 -0.44
H -1.25 -2.27 -0.94
H 1.69 -0.74 1.79
H 1.51 1.77 1.10
H -2.79 -0.19 -0.66
H -2.76 0.21 0.99
H 0.23 -0.06 -1.86
H 2.31 2.26 -0.41
H 0.27 -2.36 0.12
*
```

Results
- Gap between HOMO and LUMO: 0.32640 Ha


#two
An isolated molecule of C5H11NS, computed with ωB97M-V with the def2-TZVPD basis set.

```
! wB97M-V def2-TZVPD RIJCOSX def2/J DEFGRID3
* xyz 0 1
S -1.64 -1.43 -0.51
N 0.27 0.91 0.36
C 0.33 0.38 1.74
C -0.23 -0.88 -1.40
C -0.87 1.75 0.10
C 0.74 0.14 -0.80
C 1.03 -1.29 -0.69
H 0.90 -1.84 0.21
H 1.50 0.74 -1.46
H -0.56 -0.27 2.11
H -1.03 -2.75 -0.45
H -1.13 2.55 0.93
H 1.94 -1.84 -1.28
H -0.21 -1.02 -2.53
H -0.80 2.46 -0.78
H -1.81 1.16 0.13
H 0.23 1.29 2.28
H 1.35 -0.04 2.04
*
```

Results
- Gap between HOMO and LUMO: 0.32823 Ha
- SMILES: CN(C)[C@H]1C[C@H]1S


Energies in kcal/mol, measured from the most stable structure: #one 35.1; #two 0.0.


#one
A cluster of 2 separate species, C5H9N4S in total, computed with ωB97M-V with the def2-TZVPD basis set.

```
! wB97M-V def2-TZVPD RIJCOSX def2/J DEFGRID3
* xyz 1 1
S -0.37 0.92 2.14
N -2.37 -1.60 0.36
N -1.06 0.58 -0.51
N 0.31 -1.80 -2.08
N -0.55 -2.02 -1.12
C 1.24 1.46 0.21
C -0.03 0.97 0.39
C 1.26 1.36 2.56
C -1.35 -1.41 -0.46
C 1.96 1.68 1.42
H 2.90 2.08 1.48
H -2.20 -2.14 1.18
H -1.92 0.90 -0.07
H -0.77 1.05 -1.35
H 1.56 1.68 -0.75
H -3.34 -1.42 0.22
H 1.16 -1.23 -1.87
H 1.40 1.54 3.61
H 0.61 -2.71 -2.50
*
```

Results
- Gap between HOMO and LUMO: 0.32161 Ha


#two
The ion C5H9N4S with charge +1, computed with ωB97M-V with the def2-TZVPD basis set.

```
! wB97M-V def2-TZVPD RIJCOSX def2/J DEFGRID3
* xyz 1 1
S 1.05 -1.41 -3.10
N 2.29 -0.46 -0.88
N 0.24 0.07 2.18
N 0.03 0.20 -1.25
N -1.54 0.40 0.46
C -0.30 0.34 0.00
C 0.67 0.56 1.07
C -0.88 -0.10 2.77
C 1.34 -0.03 -1.85
C -1.95 0.43 1.90
H -2.46 1.30 2.18
H -2.85 -0.25 1.77
H 2.74 0.20 -0.25
H 1.70 0.87 -2.30
H -0.89 -0.79 3.60
H -2.33 0.60 -0.24
H 1.83 -0.81 -4.01
H 1.99 -1.30 -0.22
H -0.72 0.18 -1.84
*
```

Results
- Gap between HOMO and LUMO (spin up / spin down): 0.27792 / 0.27799 Ha
- SMILES: N[C@@H](S)NC1=C=[N+]=CCN1


Energies in kcal/mol, measured from the most stable structure: #one 0.0; #two 26.9.


#one
An isolated molecule of C7H9N, computed with ωB97M-V with the def2-TZVPD basis set.

```
! wB97M-V def2-TZVPD RIJCOSX def2/J DEFGRID3
* xyz 0 1
N 0.54 -0.77 -0.28
C -1.32 0.39 0.38
C -1.75 -0.35 -0.72
C 1.42 1.22 0.23
C 0.02 1.15 0.77
C 1.81 -0.23 -0.41
C -0.57 -1.40 -0.83
C -0.12 -0.32 1.01
H 0.00 1.72 1.75
H -0.05 -1.57 -1.73
H -2.17 0.96 0.94
H 2.20 1.51 0.93
H 0.24 -0.85 1.81
H 1.55 1.90 -0.65
H 2.44 -0.52 -1.32
H -2.00 0.20 -1.71
H -2.89 -0.71 -0.60
*
```

Results
- Gap between HOMO and LUMO: 0.27132 Ha


#two
An isolated molecule of C7H9N, computed with ωB97M-V with the def2-TZVPD basis set.

```
! wB97M-V def2-TZVPD RIJCOSX def2/J DEFGRID3
* xyz 0 1
N 0.83 -2.16 1.42
C -0.60 -0.44 0.29
C -2.10 -0.50 0.33
C 1.62 2.13 0.98
C 0.91 1.47 0.28
C 0.84 0.06 -1.72
C 0.13 -1.28 0.96
C 0.04 0.65 -0.55
H 2.24 2.72 1.59
H 1.64 -0.58 -1.34
H 0.19 -0.55 -2.35
H 1.27 0.85 -2.32
H -2.50 -0.61 -0.68
H -2.44 -1.34 0.93
H 1.19 -2.10 2.37
H -2.51 0.42 0.76
H -0.76 1.28 -0.95
*
```

Results
- Gap between HOMO and LUMO: 0.34288 Ha
- SMILES: C#C[C@@H](C)C(C)=C=N


Energies in kcal/mol, measured from the most stable structure: #one 111.5; #two 0.0.


#one
The ion C6H11O2S with charge -1, computed with ωB97M-V with the def2-TZVPD basis set.

```
! wB97M-V def2-TZVPD RIJCOSX def2/J DEFGRID3
* xyz -1 1
S -1.59 -0.33 -0.68
O -1.69 -1.60 0.71
O -2.38 0.78 -0.05
C 0.81 -2.04 -1.83
C -1.45 -1.05 1.94
C 1.13 1.77 0.80
C 0.90 -0.75 -1.50
C -0.01 0.15 -0.83
C 0.44 1.52 -0.67
H -2.02 -0.07 2.03
H 0.90 2.80 1.01
H 2.21 1.49 0.68
H 1.81 -0.25 -2.09
H 1.57 -2.35 -2.44
H 0.80 1.26 1.66
H -1.88 -1.63 2.82
H -0.45 -0.87 2.12
H 0.08 -2.79 -1.46
H 1.27 1.80 -1.41
H -0.44 2.18 -0.80
*
```

Results
- Gap between HOMO and LUMO: 0.24161 Ha


#two
A cluster of 2 separate species, C6H11O2S in total, computed with ωB97M-V with the def2-TZVPD basis set.

```
! wB97M-V def2-TZVPD RIJCOSX def2/J DEFGRID3
* xyz -1 1
S 1.01 2.64 -0.79
O -1.66 -1.27 0.02
O -0.52 0.16 1.37
C -1.07 -0.93 1.08
C -0.56 1.72 -0.68
C 2.01 1.14 -1.10
C 1.12 -0.04 -0.74
C -1.07 -2.00 2.21
C -0.28 0.33 -1.24
H -0.28 0.36 -2.35
H -1.35 2.26 -1.25
H 2.32 1.11 -2.16
H -0.89 1.67 0.37
H 2.93 1.19 -0.48
H -0.19 -1.90 2.86
H -1.05 -0.40 -0.92
H -1.09 -3.02 1.80
H 1.10 -0.18 0.36
H -1.98 -1.86 2.83
H 1.50 -0.98 -1.19
*
```

Results
- Gap between HOMO and LUMO: 0.27338 Ha


Energies in kcal/mol, measured from the most stable structure: #one 68.4; #two 0.0.


#one
The ion C4H12N2S with charge -1, computed with ωB97M-V with the def2-TZVPD basis set.

```
! wB97M-V def2-TZVPD RIJCOSX def2/J DEFGRID3
* xyz -1 2
S -1.15 3.09 -0.43
N 0.44 -0.84 0.02
N 1.09 -2.28 1.90
C 0.39 -1.17 1.40
C -0.36 0.35 -2.05
C -0.22 0.30 -0.57
C 0.14 1.60 0.14
H 0.99 -1.32 -0.61
H -0.57 -0.75 -2.47
H 2.07 -2.46 1.71
H -2.50 2.75 -0.69
H -1.27 0.95 -2.33
H 0.60 0.72 -2.38
H -0.74 -1.18 1.60
H -0.12 1.65 1.21
H 0.75 -0.18 1.83
H 1.18 1.96 0.03
H -1.32 -0.01 -0.11
H 0.62 -3.17 1.80
*
```

Results
- Gap between HOMO and LUMO (spin up / spin down): 0.10116 / 0.26587 Ha
- Expectation value of S²: 0.754


#two
The ion C4H12N2S with charge -1, computed with ωB97M-V with the def2-TZVPD basis set.

```
! wB97M-V def2-TZVPD RIJCOSX def2/J DEFGRID3
* xyz -1 2
S -0.92 -0.70 -2.63
N 1.04 2.19 2.58
N 0.85 0.56 0.79
C 0.37 0.98 2.11
C -0.51 -1.54 0.65
C -0.12 -0.19 0.02
C 0.41 -0.36 -1.40
H -1.01 0.43 -0.07
H 0.33 2.87 2.84
H 0.87 0.58 -1.71
H 1.51 2.00 3.46
H 0.28 -2.27 0.50
H -0.70 -1.39 1.71
H 0.51 0.17 2.82
H -1.67 -1.44 -1.82
H 1.15 -1.16 -1.53
H 1.71 0.03 0.90
H -0.69 1.16 2.03
H -1.45 -1.93 0.24
*
```

Results
- Gap between HOMO and LUMO (spin up / spin down): 0.07365 / 0.33200 Ha
- Expectation value of S²: 0.750


Energies in kcal/mol, measured from the most stable structure: #one 43.0; #two 0.0.